(1)
Formula: C40H69BN4O3P2S2Ti
Source: OMol25
Level of theory: wB97M-V/def2-TZVPD

- Energy: -4363.4209 hartree
- Total charge: +2
- ΔE to the lowest compared entry with this formula, charge and spin: 119.0 kJ/mol
- Multiplicity: 1
- Orbital gap: 6.73 eV
- LUMO: -5.72 eV

Element x y z (Å)
Ti -0.606 -0.096 0.461
C -2.330 1.762 4.372
C -2.829 2.202 2.990
C -3.897 1.205 2.522
C -3.474 3.588 3.059
P -1.395 2.107 1.777
C -2.023 3.041 0.310
N -1.273 2.623 -0.852
B -0.624 1.360 -1.069
N 0.017 1.469 -2.352
C 0.857 0.514 -3.082
P 2.292 -0.146 -2.076
C 2.670 -1.755 -3.001
C 3.778 -2.524 -2.254
C 1.406 -2.620 -2.924
C 3.052 -1.568 -4.470
C 3.660 1.149 -2.377
C 3.324 2.272 -1.381
C 3.722 1.753 -3.788
C 5.043 0.595 -2.030
C -0.239 2.752 -2.858
C 0.133 3.352 -4.055
C -0.246 4.667 -4.279
C -0.998 5.375 -3.344
C -1.406 4.774 -2.162
C -1.022 3.460 -1.934
C 0.054 3.181 2.352
C 1.012 3.358 1.161
C -0.372 4.561 2.852
C 0.803 2.442 3.475
H -3.187 1.634 5.037
H -1.679 2.510 4.826
H -1.799 0.807 4.324
H -4.683 1.160 3.280
H -3.491 0.202 2.403
H -4.359 1.525 1.588
H -4.367 3.512 3.684
H -3.791 3.945 2.077
H -2.824 4.334 3.509
H -1.913 4.112 0.472
H -3.087 2.834 0.194
H 1.220 1.004 -3.977
H 0.270 -0.349 -3.398
H 3.367 -3.070 -1.403
H 4.579 -1.888 -1.888
H 4.230 -3.256 -2.928
H 1.049 -2.701 -1.897
H 1.642 -3.629 -3.275
H 0.595 -2.240 -3.549
H 4.031 -1.102 -4.582
H 2.313 -0.973 -5.013
H 3.101 -2.548 -4.954
H 2.310 2.655 -1.527
H 4.019 3.106 -1.516
H 3.410 1.926 -0.345
H 2.979 2.536 -3.919
H 3.607 1.016 -4.581
H 4.700 2.222 -3.924
H 5.065 0.103 -1.054
H 5.756 1.424 -1.990
H 5.402 -0.104 -2.785
H 0.691 2.819 -4.812
H 0.044 5.149 -5.205
H -1.279 6.401 -3.544
H -2.015 5.320 -1.452
H 0.583 3.972 0.368
H 1.313 2.407 0.724
H 1.906 3.877 1.518
H -1.036 5.081 2.160
H 0.521 5.181 2.968
H -0.861 4.505 3.825
H 0.959 1.395 3.221
H 0.270 2.482 4.424
H 1.778 2.914 3.633
C -2.381 -6.219 1.207
C -3.407 -5.213 1.719
N -2.789 -4.032 2.359
C -2.717 -4.020 3.826
C -1.420 -4.607 4.371
C -2.278 -3.053 1.628
S -1.491 -1.733 2.410
N -2.462 -3.212 0.276
C -1.934 -2.498 -0.650
O -1.079 -1.507 -0.441
C -2.252 -2.783 -2.058
C -2.125 -1.773 -3.014
C -2.421 -2.033 -4.341
C -2.819 -3.310 -4.720
C -2.928 -4.322 -3.773
C -2.654 -4.060 -2.441
H -2.889 -7.026 0.679
H -1.812 -6.662 2.026
H -1.681 -5.740 0.520
H -4.041 -5.680 2.467
H -4.034 -4.873 0.903
H -3.566 -4.592 4.194
H -2.832 -2.994 4.165
H -1.304 -5.652 4.082
H -1.434 -4.559 5.461
H -0.558 -4.044 4.010
H -1.806 -0.784 -2.707
H -2.338 -1.248 -5.081
H -3.055 -3.518 -5.756
H -3.224 -5.317 -4.075
H -2.742 -4.836 -1.691
O -3.135 0.188 -0.272
H -3.273 0.530 -1.161
H -3.954 -0.245 -0.010
O 1.016 -0.006 1.378
S 2.321 -0.860 1.498
C 2.314 -1.440 3.228
C 3.232 -0.519 4.024
C 4.338 -0.093 3.058
C 3.621 0.370 1.794
H 2.688 -2.465 3.182
H 1.276 -1.457 3.562
H 3.626 -1.031 4.901
H 2.682 0.359 4.364
H 4.995 -0.937 2.834
H 4.956 0.707 3.461
H 4.248 0.419 0.906
H 3.097 1.317 1.935

(2)
Formula: C40H69BrF3N2O18
Source: OMol25
Level of theory: wB97M-V/def2-TZVPD

- Energy: -5903.1134 hartree
- Total charge: -1
- Multiplicity: 1
- Orbital gap: 7.19 eV
- LUMO: 1.97 eV

Element x y z (Å)
C 1.075 -1.862 1.685
C 0.258 -2.715 0.698
C -1.246 -2.633 0.890
Br -1.996 -4.208 -0.061
C -1.978 -1.356 0.332
C -1.638 -0.235 1.353
C -2.679 0.886 1.466
C -2.108 2.295 1.526
F -0.882 2.449 1.013
F -2.909 3.144 0.817
F -2.126 2.782 2.781
C -3.492 -1.685 0.570
O -3.757 -1.823 1.804
O -4.296 -1.842 -0.378
N -1.573 -1.117 -1.039
O -0.352 -0.366 -1.101
C 0.373 -0.724 -2.250
C 1.683 0.056 -2.204
C 2.270 0.086 -3.623
C 2.700 -0.546 -1.232
C 3.421 0.456 -0.304
C 4.690 1.051 -0.935
C 2.536 1.553 0.278
C -2.495 -0.393 -1.881
C -2.616 0.981 -1.822
C -3.502 1.545 -2.725
C -4.181 0.741 -3.603
N -4.062 -0.585 -3.721
C -3.203 -1.090 -2.832
H 0.546 -1.686 2.618
H 2.053 -2.304 1.856
H 1.253 -0.893 1.220
H 0.543 -3.745 0.915
H 0.556 -2.555 -0.332
H -1.487 -2.787 1.932
H -1.643 -0.745 2.309
H -0.619 0.120 1.241
H -3.202 0.751 2.407
H -3.455 0.882 0.708
H -0.120 -0.450 -3.190
H 0.551 -1.802 -2.282
H 1.407 1.085 -1.982
H 3.150 0.724 -3.649
H 1.545 0.572 -4.280
H 2.470 -0.912 -4.008
H 3.474 -1.016 -1.841
H 2.293 -1.341 -0.614
H 3.788 -0.128 0.546
H 5.241 1.536 -0.131
H 4.471 1.747 -1.740
H 5.313 0.216 -1.253
H 1.668 1.189 0.822
H 3.143 2.149 0.962
H 2.226 2.231 -0.515
H -2.048 1.567 -1.122
H -3.655 2.613 -2.740
H -4.886 1.218 -4.277
H -3.052 -2.162 -2.860
C -4.772 5.778 -7.936
C -4.413 4.321 -8.135
O -3.027 4.072 -7.870
C -2.695 4.028 -6.578
O -3.446 4.165 -5.650
O -1.381 3.819 -6.499
C -0.873 3.839 -5.163
H -4.118 6.417 -8.533
H -5.806 5.959 -8.228
H -4.654 6.073 -6.894
H -4.568 4.040 -9.175
H -5.035 3.667 -7.523
H -1.416 3.141 -4.528
H -0.935 4.848 -4.758
H 0.171 3.540 -5.205
C -5.492 -1.491 4.124
C -6.398 -2.695 4.052
O -5.987 -3.737 4.966
C -6.291 -3.548 6.236
O -6.892 -2.617 6.710
O -5.810 -4.588 6.937
C -5.996 -4.471 8.344
H -4.460 -1.786 3.961
H -5.769 -0.765 3.362
H -5.551 -1.007 5.103
H -6.337 -3.131 3.057
H -7.441 -2.433 4.236
H -7.040 -4.288 8.589
H -5.371 -3.672 8.742
H -5.686 -5.417 8.782
C 1.024 -3.404 7.835
C 1.657 -3.143 6.484
O 0.785 -2.404 5.622
C 0.691 -1.100 5.880
O 1.282 -0.504 6.744
O -0.171 -0.575 5.017
C -0.444 0.815 5.215
H 0.056 -3.891 7.713
H 1.669 -4.042 8.441
H 0.856 -2.474 8.377
H 1.844 -4.086 5.975
H 2.613 -2.627 6.582
H 0.476 1.396 5.232
H -1.002 0.961 6.139
H -1.054 1.140 4.378
C 3.084 -7.229 -3.588
C 3.625 -5.898 -4.066
O 3.475 -4.876 -3.074
C 4.345 -4.918 -2.067
O 5.241 -5.710 -1.932
O 4.043 -3.931 -1.227
C 4.838 -3.900 -0.042
H 2.049 -7.122 -3.260
H 3.127 -7.967 -4.390
H 3.658 -7.606 -2.743
H 3.057 -5.555 -4.929
H 4.670 -5.974 -4.371
H 5.899 -3.887 -0.281
H 4.602 -4.755 0.590
H 4.578 -2.985 0.485
C 6.786 7.002 -2.266
C 6.931 6.694 -0.791
O 5.708 6.914 -0.077
C 4.780 5.968 -0.233
O 4.895 4.968 -0.890
O 3.705 6.327 0.464
C 2.593 5.436 0.318
H 6.404 8.015 -2.408
H 7.748 6.913 -2.770
H 6.085 6.319 -2.743
H 7.659 7.368 -0.341
H 7.283 5.675 -0.626
H 2.876 4.413 0.548
H 2.192 5.500 -0.692
H 1.829 5.757 1.020